# 1
{
  "formula": "C22H25ClN2O",
  "method": "the ωB97M-V functional and the def2-TZVPD basis",
  "species": ["O", "C", "N", "C", "C", "C", "C", "C", "C", "H", "C", "C", "C", "C", "C", "C", "H", "H", "H", "Cl", "H", "H", "H", "H", "H", "C", "C", "C", "N", "C", "C", "H", "H", "C", "H", "H", "C", "H", "H", "H", "C", "C", "H", "H", "H", "H", "H", "H", "H", "H", "H"],
  "coordinates": [[-0.60, -2.19, -0.54], [-0.32, -1.07, -0.18], [0.95, -0.60, -0.05], [2.16, -1.26, -0.26], [2.24, -2.57, -0.70], [3.48, -3.16, -0.88], [4.65, -2.46, -0.62], [4.58, -1.14, -0.18], [3.33, -0.55, -0.01], [3.27, 0.47, 0.35], [5.81, -0.38, 0.10], [5.92, 0.95, -0.30], [7.08, 1.66, -0.03], [8.14, 1.07, 0.63], [8.03, -0.25, 1.03], [6.88, -0.97, 0.76], [6.79, -1.99, 1.09], [8.85, -0.72, 1.55], [9.03, 1.64, 0.83], [7.20, 3.31, -0.54], [5.11, 1.43, -0.84], [5.61, -2.92, -0.78], [3.54, -4.18, -1.23], [1.34, -3.12, -0.90], [1.05, 0.36, 0.26], [-1.40, -0.04, 0.14], [-2.11, 0.36, -1.15], [-3.28, 1.29, -0.85], [-4.22, 0.62, 0.04], [-5.44, 1.38, 0.20], [-6.60, 0.64, 0.90], [-6.45, -0.44, 0.86], [-6.83, 0.94, 1.91], [-7.55, 1.13, -0.21], [-8.21, 0.38, -0.64], [-8.13, 1.99, 0.10], [-6.32, 1.51, -1.05], [-6.08, 0.75, -1.79], [-6.35, 2.49, -1.53], [-5.25, 2.36, 0.67], [-3.59, 0.32, 1.30], [-2.43, -0.65, 1.09], [-1.97, -0.88, 2.05], [-2.80, -1.57, 0.65], [-3.22, 1.24, 1.80], [-4.33, -0.14, 1.96], [-2.90, 2.23, -0.39], [-3.80, 1.55, -1.77], [-2.49, -0.54, -1.63], [-1.42, 0.86, -1.84], [-0.95, 0.85, 0.60]],
  "nbo_charge": [-0.61, 0.70, -0.62, 0.24, -0.26, -0.18, -0.23, -0.05, -0.26, 0.20, 0.06, -0.26, -0.02, -0.24, -0.19, -0.23, 0.22, 0.22, 0.23, 0.00, 0.23, 0.21, 0.22, 0.26, 0.40, -0.30, -0.40, -0.22, -0.44, -0.02, -0.42, 0.21, 0.20, -0.40, 0.21, 0.20, -0.42, 0.21, 0.20, 0.16, -0.22, -0.40, 0.21, 0.23, 0.15, 0.21, 0.15, 0.21, 0.23, 0.21, 0.19],
  "e_tot_ha": -1498.29061,
  "charge": 0,
  "e_homo_ev": -8.6,
  "smiles": "O=C(Nc1cccc(-c2cccc(Cl)c2)c1)C1CCN(C2CCC2)CC1",
  "homo_lumo_gap_ev": 9.1,
  "lumo_energy_ev": 0.58
}

=====

# 2
{
  "formula": "C44H43I2N7O9PZr",
  "method": "the ωB97M-V functional and the def2-TZVPD basis",
  "species": ["Zr", "N", "C", "C", "N", "C", "C", "N", "H", "H", "H", "H", "H", "H", "H", "H", "H", "H", "H", "H", "H", "I", "C", "C", "C", "I", "C", "C", "C", "C", "N", "C", "C", "O", "H", "H", "H", "H", "C", "C", "C", "C", "C", "O", "C", "N", "C", "C", "C", "C", "C", "C", "P", "C", "C", "C", "C", "C", "C", "C", "C", "C", "C", "C", "C", "H", "H", "H", "H", "H", "H", "H", "H", "H", "H", "H", "H", "H", "H", "H", "H", "H", "H", "H", "H", "H", "H", "H", "H", "O", "C", "O", "C", "C", "C", "C", "C", "C", "O", "N", "O", "O", "N", "O", "O", "H", "H"],
  "coordinates": [[-0.05, 0.15, -0.32], [0.55, -1.93, -1.45], [-0.44, -3.01, -1.58], [-1.82, -2.42, -1.85], [-1.92, -1.11, -1.19], [-3.28, -0.57, -0.97], [-3.46, -0.01, 0.44], [-2.21, 0.55, 1.00], [1.40, -2.29, -1.01], [0.82, -1.56, -2.37], [-0.17, -3.73, -2.36], [-0.44, -3.55, -0.63], [-1.99, -2.31, -2.93], [-2.60, -3.09, -1.48], [-1.50, -0.51, -1.91], [-3.49, 0.20, -1.72], [-4.01, -1.37, -1.12], [-4.25, 0.74, 0.43], [-3.78, -0.81, 1.10], [-2.18, 1.55, 0.77], [-2.26, 0.51, 2.02], [-3.41, 3.86, -0.78], [-2.54, 3.04, -2.49], [-2.91, 3.59, -3.73], [-2.43, 3.05, -4.89], [-2.96, 3.96, -6.70], [-1.63, 1.88, -4.85], [-1.15, 1.21, -6.00], [-0.46, 0.04, -5.87], [-0.28, -0.48, -4.58], [-0.67, 0.13, -3.49], [-1.30, 1.32, -3.60], [-1.68, 1.98, -2.38], [-1.23, 1.54, -1.21], [-3.55, 4.46, -3.76], [-1.33, 1.63, -6.98], [-0.07, -0.49, -6.73], [0.21, -1.45, -4.46], [-0.49, 4.31, 1.48], [0.77, 4.03, 0.66], [0.56, 4.12, -0.85], [1.44, 2.72, 1.11], [2.27, 2.96, 2.37], [1.90, 1.90, 3.25], [0.88, 1.23, 2.70], [0.53, 1.59, 1.52], [0.42, 0.19, 3.67], [0.55, 0.60, 5.00], [0.36, -0.27, 6.05], [0.07, -1.60, 5.79], [-0.09, -2.01, 4.48], [0.03, -1.13, 3.40], [-0.45, -1.85, 1.78], [0.50, -3.42, 1.81], [1.88, -3.35, 1.61], [2.65, -4.51, 1.59], [2.06, -5.75, 1.77], [0.69, -5.82, 2.01], [-0.08, -4.67, 2.03], [-2.16, -2.38, 2.19], [-2.89, -1.84, 3.25], [-4.22, -2.17, 3.44], [-4.85, -3.05, 2.58], [-4.14, -3.61, 1.52], [-2.81, -3.27, 1.33], [-0.92, 5.26, 1.19], [-0.27, 4.35, 2.55], [-1.24, 3.53, 1.32], [1.50, 4.80, 0.92], [0.01, 3.27, -1.24], [1.53, 4.16, -1.36], [0.02, 5.02, -1.10], [2.07, 2.34, 0.30], [2.00, 3.90, 2.86], [3.34, 2.93, 2.21], [0.83, 1.62, 5.22], [0.46, 0.08, 7.07], [-0.03, -2.32, 6.59], [-0.35, -3.04, 4.28], [2.38, -2.40, 1.52], [3.72, -4.43, 1.44], [2.66, -6.65, 1.74], [0.23, -6.78, 2.19], [-1.13, -4.76, 2.25], [-2.42, -1.15, 3.94], [-4.77, -1.73, 4.27], [-5.89, -3.31, 2.73], [-4.62, -4.31, 0.85], [-2.27, -3.72, 0.51], [3.80, -0.75, 1.23], [3.02, -0.28, 0.42], [1.72, -0.49, 0.50], [3.50, 0.58, -0.71], [4.85, 0.89, -0.72], [5.35, 1.73, -1.70], [4.52, 2.26, -2.67], [3.18, 1.93, -2.67], [2.62, 1.08, -1.69], [1.34, 0.81, -1.67], [2.37, 2.56, -3.71], [1.34, 2.00, -4.04], [2.84, 3.51, -4.29], [6.77, 2.07, -1.70], [7.16, 2.81, -2.58], [7.46, 1.57, -0.84], [5.49, 0.48, 0.05], [4.91, 2.93, -3.42]],
  "lowdin_charge": [1.80, -0.03, -0.19, -0.18, -0.15, -0.15, -0.20, -0.05, 0.10, 0.08, 0.13, 0.08, 0.12, 0.11, 0.02, 0.12, 0.13, 0.11, 0.08, 0.01, 0.08, 1.06, -0.60, -0.22, -0.65, 0.97, -0.20, -0.03, -0.02, -0.12, 0.08, -0.16, -0.40, -0.36, 0.08, 0.07, 0.11, 0.11, -0.08, -0.35, -0.04, -0.23, -0.05, 0.03, -0.29, 0.06, -0.10, 0.00, -0.04, -0.04, -0.09, -0.28, 1.10, -0.36, -0.08, -0.05, -0.07, -0.07, -0.10, -0.36, -0.10, -0.06, -0.06, -0.06, -0.13, 0.08, 0.08, 0.01, 0.14, 0.04, 0.09, 0.09, 0.12, 0.13, 0.14, 0.13, 0.12, 0.12, 0.11, 0.07, 0.11, 0.11, 0.11, 0.09, 0.11, 0.11, 0.11, 0.11, 0.09, 0.09, -0.54, -0.31, -0.05, 0.09, -0.11, 0.10, -0.04, -0.25, -0.23, -0.32, 0.10, 0.10, -0.36, 0.10, 0.10, 0.14, 0.14],
  "e_tot_ha": -3746.62995,
  "relative_energy_kj_mol": 0.00,
  "charge": 1,
  "e_homo_ev": -10.4,
  "homo_lumo_gap_ev": 7.8,
  "lumo_energy_ev": -2.59
}